Computed, not measured: the molecule C20H26N2O5S, with wB97M-V/def2-TZVPD.

Cartesian coordinates (Å):
1 S 2.63185 -0.56999 -0.74896
2 O 1.79771 -1.55765 -0.11250
3 O -5.19342 0.50448 -0.87769
4 O -2.60014 4.07573 -0.32778
5 O -3.89163 0.96817 0.88799
6 O 3.21791 -0.88818 -2.01583
7 N -1.68195 2.01442 0.04350
8 N 3.84329 -0.04949 0.26633
9 C -2.61872 -3.68996 -0.11801
10 C 0.13559 3.22435 -1.07919
11 C 5.46297 -1.93162 0.22187
12 C 3.46223 0.10311 1.65341
13 C -2.36943 -1.66975 -1.25420
14 C -4.48087 0.12477 0.01035
15 C -3.74688 -3.49762 -0.78848
16 C -1.96129 -2.34322 0.06064
17 C 5.19573 -0.45413 -0.05212
18 C 1.42284 3.19667 -1.59140
19 C 3.43880 1.57449 2.06123
20 C -2.68014 2.93280 0.05151
21 C -3.85064 -2.02505 -1.08769
22 C -3.98541 2.36186 0.62826
23 C -0.39207 2.08666 -0.47459
24 C -2.86060 -1.59857 1.08027
25 C 0.38945 0.93555 -0.38256
26 C 1.66400 0.93034 -0.89955
27 C -4.14728 -1.32716 0.27407
28 C 2.19760 2.05002 -1.50894
29 H 5.32768 -0.25638 -1.11694
30 H 4.42301 2.01677 1.93021
31 H 2.72954 2.12722 1.45047
32 H -4.79389 2.55692 -0.08526
33 H -3.05938 -2.21764 1.95418
34 H -1.92049 1.11144 0.43850
35 H 4.15390 -0.44827 2.29680
36 H 2.46931 -0.33751 1.77131
37 H 4.76864 -2.53246 -0.36008
38 H -1.91627 -2.14545 -2.12133
39 H -2.39321 -0.67930 1.42874
40 H 6.48013 -2.18579 -0.06475
41 H -4.20890 2.86604 1.57173
42 H 5.32859 -2.16665 1.27553
43 H 5.88143 0.18108 0.51576
44 H 1.82135 4.08190 -2.06264
45 H -0.46885 4.11408 -1.14873
46 H -4.53624 -1.73034 -1.87677
47 H -5.03000 -1.76855 0.74472
48 H -2.17847 -0.59757 -1.29307
49 H 3.19652 2.00661 -1.91022
50 H -2.23870 -4.60355 0.29963
51 H -4.50298 -4.21589 -1.04561
52 H 3.15155 1.66534 3.10554
53 H 0.01809 0.03240 0.07648
54 H -0.90186 -2.35546 0.30590

Values from the calculation:
Largest force on an atom (eV/A): 1.162
HOMO (eV): -9.0
Gap between HOMO and LUMO (Eh): 0.3500
Structure (SMILES): CCN(CC)S(=O)(=O)c1cccc(NC(=O)COC(=O)[C@@H]2C[C@H]3C=C[C@@H]2C3)c1
Electronic energy (Ha): -1661.6085


Computed, not measured: the molecule C20H26N4O2S, with wB97M-V/def2-TZVPD.

Cartesian coordinates (Å):
1 S -2.89474 1.54360 -2.37607
2 O -2.03039 -1.16562 0.38130
3 O 0.31774 -1.42997 -3.24821
4 N 1.90021 -0.01491 0.93116
5 N -0.52380 1.45981 -1.29590
6 N -0.50447 -0.15478 2.33260
7 N 1.73368 -0.06347 -2.36453
8 C 0.20187 -1.44171 1.96276
9 C -0.67297 0.53226 -2.48893
10 C 1.44279 1.30794 1.74264
11 C -1.74366 2.03514 -1.30050
12 C -1.74584 0.33028 2.23178
13 C -1.67804 0.36801 -3.07810
14 C 3.99124 -1.16629 -1.93999
15 C -2.89203 -1.93849 -0.56312
16 C 0.96113 -0.82485 0.68149
17 C -4.23395 1.12729 1.76281
18 C -3.54064 1.93758 2.68198
19 C 0.64507 0.91212 2.70079
20 C -3.72827 0.22999 0.96016
21 C 2.29903 0.77306 -1.35374
22 C 3.85073 -1.07138 -0.47136
23 C 2.71719 -1.51243 -2.61604
24 C -2.25862 1.39884 2.90757
25 C -2.44246 -0.06251 1.28637
26 C 2.95833 0.38330 -0.09898
27 C 0.42824 -0.44565 -2.67694
28 H 1.43554 1.63966 -1.17846
29 H 2.86233 1.32117 -2.14296
30 H 2.79284 -1.58954 -3.64556
31 H -1.88321 -0.08579 -3.84199
32 H -0.56556 -2.11625 1.92079
33 H 4.50003 -0.40117 -2.15095
34 H 3.60034 1.10147 0.38940
35 H 2.28959 -2.32330 -2.33332
36 H 0.55750 1.73819 0.99866
37 H 0.17657 -0.65302 -0.08530
38 H 3.47708 -1.84869 0.08494
39 H -1.80525 1.80892 3.72667
40 H 1.18851 0.36264 3.75702
41 H 1.23200 -1.75915 0.19889
42 H -2.32837 -2.59548 -0.96774
43 H -3.85266 -2.19790 -0.07560
44 H -5.35172 1.74716 1.43155
45 H 0.89974 -1.77671 2.73680
46 H 4.69872 -2.10811 -2.15305
47 H 2.23509 1.95551 1.73486
48 H -1.96446 2.67494 -0.44894
49 H 4.81682 -1.00258 0.04354
50 H 0.11863 1.71206 3.40317
51 H -3.89734 2.52595 3.23936
52 H -4.42823 -0.04089 0.06358
53 H -3.36192 -1.13626 -1.39636

Values from the calculation:
Largest force on an atom (eV/A): 16.311
HOMO (eV): -7.3
Gap between HOMO and LUMO (Eh): 0.2892
Structure (SMILES): COc1ccccc1N1CCN([C@H]2CCCN(C(=O)c3cscn3)C2)CC1
Electronic energy (Ha): -1544.7680


Computed, not measured: the molecule C20H26N4O4, with wB97M-V/def2-TZVPD.

Cartesian coordinates (Å):
1 O 2.72508 1.48894 -2.50354
2 O -2.39990 1.04445 1.52066
3 O 2.37789 0.90319 2.26799
4 O 4.00253 1.13550 0.11571
5 N -1.53371 1.24644 -0.58068
6 N -4.32087 -0.34076 -0.81461
7 N -0.54287 -2.20600 1.26688
8 N -2.08534 -1.74464 -0.35541
9 C 2.62933 1.21822 -0.04669
10 C -3.65759 -0.85000 -2.00063
11 C 1.80843 -2.22725 0.85761
12 C -3.92827 0.96918 -0.33525
13 C -2.54184 1.08198 0.31742
14 C 0.39439 1.11795 0.90994
15 C 1.76967 1.08078 1.06283
16 C 1.56779 0.72151 3.40698
17 C -0.15295 1.25684 -0.35872
18 C 2.06689 1.37212 -1.31731
19 C -3.08068 -1.90982 0.68841
20 C -4.43719 -1.37049 0.19449
21 C 0.28546 -1.79709 -0.93579
22 C 0.70488 -2.34483 1.67918
23 C 1.57688 -1.94425 -0.48360
24 C 4.13341 1.54010 -2.56404
25 C -0.77244 -1.93234 -0.01939
26 C 4.59361 2.14186 0.91402
27 C -2.60835 -1.94005 -1.68387
28 C 0.67909 1.38875 -1.45584
29 H -4.00603 1.67095 -1.17125
30 H -4.42709 -1.28547 -2.65247
31 H -3.17395 -2.96675 0.97487
32 H 4.36751 1.58923 -3.62796
33 H 0.28161 1.49821 -2.45328
34 H 0.90914 -0.14310 3.29356
35 H -1.78852 1.29393 -1.55684
36 H 4.59093 0.65211 -2.12519
37 H -0.26587 1.00769 1.74988
38 H 0.10882 -1.56350 -1.97345
39 H -3.08381 -2.93114 -1.74504
40 H -1.80844 -1.91245 -2.42063
41 H 2.40352 -1.83630 -1.17045
42 H -5.02332 -2.17932 -0.25383
43 H 4.35622 3.14077 0.52905
44 H -5.00154 -0.97129 1.03793
45 H 5.66779 1.97382 0.84994
46 H 2.80836 -2.34387 1.24175
47 H 4.52707 2.43139 -2.06868
48 H 2.25980 0.54886 4.23027
49 H 0.81041 -2.57894 2.73226
50 H -2.73207 -1.35800 1.56158
51 H -4.65887 1.25858 0.42590
52 H 0.96699 1.61190 3.61584
53 H -3.20243 -0.02180 -2.54596
54 H 4.27333 2.07291 1.95493

Values from the calculation:
Largest force on an atom (eV/A): 0.642
HOMO (eV): -7.5
Gap between HOMO and LUMO (Eh): 0.3006
Structure (SMILES): COc1cc(NC(=O)CN2CCN(c3ccccn3)CC2)cc(OC)c1OC
Electronic energy (Ha): -1297.6607


Computed, not measured: a structure of composition C20H26N4O5S, with wB97M-V/def2-TZVPD.

Cartesian coordinates (Å):
1 S -2.15894 1.99657 -3.35092
2 O -0.17395 -5.00997 -2.57937
3 O 3.75410 -3.52566 1.49068
4 O -2.97369 2.14126 -0.54515
5 O 4.38311 -5.92155 1.37301
6 O -2.08924 -0.65028 -3.04149
7 N -1.60834 3.85276 0.20525
8 N -0.69396 -1.05436 -1.22492
9 N -0.79087 -3.68247 -0.99507
10 N -0.74469 0.37446 -1.66313
11 C -1.38942 -1.51746 -1.98794
12 C 2.91239 -6.56365 -0.04940
13 C -0.00931 -4.67083 -1.54882
14 C 1.66102 -6.32883 -0.74475
15 C -2.12960 3.02273 -0.97798
16 C -2.31404 3.89339 1.58948
17 C -1.25753 3.19385 -2.05875
18 C -1.88141 -3.03337 -1.82120
19 C -0.59835 4.85870 -0.12996
20 C -2.99292 5.02236 1.62060
21 C 1.96957 -4.02126 -0.14274
22 C 4.88847 -7.34856 1.53289
23 C 3.29571 -2.32727 1.34883
24 C 3.41723 -5.69960 0.69566
25 C 3.06214 -4.43937 0.61624
26 C -1.85050 6.32991 1.57701
27 C -1.25877 6.25310 0.14289
28 C -2.74708 7.66264 1.55843
29 C 1.18610 -5.07018 -0.61239
30 C -1.71405 0.39059 -2.41934
31 H 1.05159 -6.81605 -1.57340
32 H -3.27406 5.18948 2.77376
33 H 0.04666 4.81170 -1.03914
34 H -0.29076 2.92924 -2.26823
35 H 3.51300 -1.85084 0.35564
36 H -1.16011 6.39890 2.34478
37 H -3.24434 7.90696 0.81256
38 H -1.40672 3.59318 2.25298
39 H -3.26093 7.66962 2.82107
40 H -3.63557 5.22539 0.82547
41 H -0.34413 7.03673 0.15331
42 H 5.77166 -7.21182 2.15097
43 H 5.07072 -7.74652 0.54382
44 H -1.53636 3.95562 -2.67132
45 H 4.05031 -1.75915 2.09362
46 H -1.94735 6.49060 -0.52035
47 H -2.78093 -3.06438 -1.48717
48 H 2.57189 -1.94479 1.97139
49 H 2.97268 -7.66401 0.01009
50 H -3.08427 2.81027 1.55148
51 H 0.19009 4.86398 0.90526
52 H 4.12983 -7.97998 1.99040
53 H -1.79270 -3.37438 -2.93199
54 H 1.68832 -2.96356 -0.14477
55 H -0.55631 -3.10315 -0.35923
56 H -1.89537 8.46929 1.58135

Values from the calculation:
Largest force on an atom (eV/A): 16.307
HOMO (eV): -8.2
Gap between HOMO and LUMO (Eh): 0.3193
Electronic energy (Ha): -1770.4846


Computed, not measured: a structure of composition C20H27AsClF2NOPt, with wB97M-V/def2-TZVPD.

Cartesian coordinates (Å):
1 Pt 1.55892 -1.39281 -0.44372
2 As -0.98348 1.80374 -0.45186
3 Cl 1.64041 -1.31855 -2.90632
4 F -1.42566 -2.48289 3.79955
5 F 2.87759 -0.90106 4.78329
6 O 3.65259 0.78858 -0.54016
7 N -0.34473 -2.27600 -0.38633
8 C 2.24930 -1.16433 2.50137
9 C 0.89441 2.08713 -2.65156
10 C -0.88407 -2.42081 0.90422
11 C -3.07185 0.46415 1.05569
12 C 2.89062 1.60040 0.32063
13 C -2.33377 -3.21966 -1.34019
14 C -1.06875 -2.69897 -1.43635
15 C 1.31384 -1.51675 1.52526
16 C -0.21133 -2.04786 3.32095
17 C 4.55928 -1.30477 -1.06550
18 C 0.70519 -1.68475 4.28741
19 C -1.41823 4.64000 -1.12215
20 C -2.17676 3.37474 -0.73651
21 C -2.44213 0.49266 -0.33339
22 C -2.92372 -3.33169 -0.03902
23 C 1.93838 -1.25289 3.83957
24 C 0.02683 -2.00782 1.94585
25 C 3.42128 -0.59469 -0.40062
26 C -0.49196 1.53086 -2.33662
27 C -2.17938 -2.93894 1.05046
28 H 3.30069 1.58785 1.33941
29 H -2.59825 -3.02673 2.04229
30 H -0.66006 4.88535 -0.37453
31 H -0.90187 4.51001 -2.07489
32 H 1.12419 1.98240 -3.71494
33 H 0.45922 -1.74403 5.33868
34 H -2.00152 -0.47737 -0.56287
35 H -2.85706 -3.52583 -2.23744
36 H -0.47765 0.45081 -2.49661
37 H 2.92924 2.62305 -0.06566
38 H -3.92560 -3.72418 0.09342
39 H 0.98488 3.14519 -2.38458
40 H 4.50732 -2.37287 -0.84627
41 H -1.27069 1.96801 -2.97149
42 H -2.31415 0.24600 1.81097
43 H 1.85295 1.26549 0.36990
44 H 5.53150 -0.91718 -0.72767
45 H -3.54322 1.41982 1.30839
46 H 4.51688 -1.19546 -2.16150
47 H 3.22918 -0.81966 2.19403
48 H -3.82846 -0.32075 1.12290
49 H -2.90568 3.11133 -1.50942
50 H -2.08405 5.50376 -1.22130
51 H 1.65432 1.52486 -2.10845
52 H -3.18580 0.71698 -1.10444
53 H -2.72782 3.53169 0.19487
54 H -0.58133 -2.57556 -2.39677

Values from the calculation:
Charge: -2
Largest force on an atom (eV/A): 0.113
HOMO (alpha / beta) (eV): 1.5 / -1.4
Spin multiplicity: 3
Gap between HOMO and LUMO (alpha / beta) (Eh): 0.1283 / 0.2354
⟨S²⟩: 2.030
Electronic energy (Ha): -3923.2760